# 1
The following is a DFT calculation (the ωB97M-V functional and the def2-TZVPD basis) of a molecular structure, CHO5S at a distorted geometry.

XYZ file:
```
8
CHO5S, DFT the ωB97M-V functional and the def2-TZVPD basis
C -1.453 0.592 0.211
O 1.712 -1.053 -1.553
O -2.659 0.773 0.225
O 0.775 -1.352 0.649
O 2.002 0.644 0.302
O -0.660 0.600 -0.816
S 1.287 -0.475 -0.301
H -1.005 0.270 1.284
```

Values from the calculation:
Total charge: -1
Strongest force on any atom (hartree/bohr): 0.067
Orbital gap (eV): 9.04

Charge distribution, natural (NBO) scheme, values in e:
1 C 0.64
2 O -0.90
3 O -0.69
4 O -0.93
5 O -0.92
6 O -0.75
7 S 2.49
8 H 0.05

=====

# 2
The following is a DFT calculation (the ωB97M-V functional and the def2-TZVPD basis) of 2 unconnected molecules or ions with the total composition C3H5ClSi at a distorted geometry.

XYZ file:
```
10
C3H5ClSi, DFT the ωB97M-V functional and the def2-TZVPD basis
C -2.760 0.558 0.442
C -1.811 -0.050 0.009
C 1.792 0.727 -0.256
Si -0.165 -0.966 -0.010
Cl 3.273 -0.101 0.142
H -3.702 0.850 0.803
H 1.749 1.616 0.384
H 1.866 1.026 -1.249
H -0.057 -1.634 -1.299
H -0.185 -2.027 1.034
```

Values from the calculation:
Strongest force on any atom (hartree/bohr): 0.065
Orbital gap (eV): 8.87

Charge distribution, natural (NBO) scheme, values in e:
1 C -0.17
2 C -0.49
3 C -0.58
4 Si 0.97
5 Cl -0.06
6 H 0.23
7 H 0.21
8 H 0.19
9 H -0.17
10 H -0.14

=====

# 3
The following is a DFT calculation (the ωB97M-V functional and the def2-TZVPD basis) of a molecular structure, C19H20AgCl3I2N2O3.

XYZ file:
```
50
C19H20AgCl3I2N2O3, DFT the ωB97M-V functional and the def2-TZVPD basis
Ag 0.321 -0.978 -1.224
I -6.912 -2.260 1.468
C -5.123 -2.156 0.381
C -4.530 -3.318 -0.083
C -3.360 -3.231 -0.812
I -2.476 -4.975 -1.549
C -2.711 -2.003 -1.124
O -1.651 -1.944 -1.832
C -3.372 -0.836 -0.612
C -2.768 0.497 -0.927
N -1.521 0.697 -0.207
C -0.902 1.968 -0.476
C 0.329 2.175 0.369
C 1.257 3.165 0.054
C 2.385 3.290 0.842
C 2.551 2.430 1.921
C 1.561 1.493 2.171
N 0.471 1.376 1.418
C -4.540 -0.923 0.117
H -4.971 -4.284 0.120
H -3.500 1.298 -0.721
H -2.533 0.530 -1.996
H -1.604 0.525 0.788
H -1.588 2.824 -0.324
H -0.609 1.991 -1.531
H 1.103 3.797 -0.812
H 3.137 4.036 0.611
H 3.428 2.477 2.552
H 1.636 0.799 3.003
H -5.007 -0.013 0.478
C 4.205 0.494 -3.037
C 2.722 0.114 -2.930
C 1.869 1.319 -3.318
C 2.367 -0.426 -1.541
H 4.478 0.843 -4.041
H 4.841 -0.358 -2.786
H 4.434 1.295 -2.325
H 2.530 -0.673 -3.670
H 1.988 2.113 -2.573
H 0.813 1.042 -3.343
H 2.150 1.727 -4.296
H 2.660 0.326 -0.792
H 2.997 -1.300 -1.341
Cl -0.017 -1.519 2.913
C 0.086 -1.801 4.657
Cl -1.464 -2.517 5.202
Cl 0.255 -0.198 5.458
C 1.294 -2.779 5.130
O 1.428 -2.785 6.357
O 1.860 -3.362 4.209
```

Values from the calculation:
Total charge: -2
Strongest force on any atom (hartree/bohr): 0.007
Orbital gap (eV): 5.86

Charge distribution, natural (NBO) scheme, values in e:
1 Ag 0.62
2 I 0.05
3 C -0.22
4 C -0.25
5 C -0.27
6 I 0.09
7 C 0.45
8 O -0.82
9 C -0.15
10 C -0.23
11 N -0.63
12 C -0.25
13 C 0.24
14 C -0.27
15 C -0.18
16 C -0.28
17 C 0.06
18 N -0.43
19 C -0.22
20 H 0.22
21 H 0.15
22 H 0.20
23 H 0.40
24 H 0.16
25 H 0.21
26 H 0.21
27 H 0.20
28 H 0.21
29 H 0.22
30 H 0.20
31 C -0.61
32 C -0.24
33 C -0.60
34 C -0.91
35 H 0.17
36 H 0.20
37 H 0.19
38 H 0.18
39 H 0.19
40 H 0.21
41 H 0.18
42 H 0.17
43 H 0.18
44 Cl 0.02
45 C -0.19
46 Cl -0.04
47 Cl -0.06
48 C 0.73
49 O -0.74
50 O -0.71

=====

# 4
The following is a DFT calculation (the ωB97M-V functional and the def2-TZVPD basis) of a molecular structure, B4F12H4Sn at a distorted geometry.

XYZ file:
```
21
B4F12H4Sn, DFT the ωB97M-V functional and the def2-TZVPD basis
Sn 4.936 -9.177 14.167
B 7.090 -7.373 13.114
H 7.277 -8.247 13.852
H 6.305 -6.707 13.641
H 8.084 -6.846 12.904
H 6.644 -7.789 12.145
B 2.634 -11.608 15.442
F 2.556 -12.977 15.609
F 1.478 -10.929 15.824
F 3.712 -11.075 16.179
F 2.853 -11.282 14.087
B 7.599 -9.449 16.182
F 6.635 -8.420 16.230
F 7.985 -9.835 17.471
F 6.871 -10.530 15.601
F 8.718 -9.107 15.467
B 4.026 -8.841 10.872
F 5.047 -9.730 11.354
F 2.890 -9.000 11.691
F 4.559 -7.557 10.955
F 3.616 -9.209 9.607
```

Values from the calculation:
Total charge: -2
Strongest force on any atom (hartree/bohr): 0.044
Orbital gap (eV): 7.95

Charge distribution, natural (NBO) scheme, values in e:
1 Sn 1.70
2 B -0.82
3 H -0.04
4 H -0.04
5 H 0.03
6 H 0.01
7 B 1.34
8 F -0.56
9 F -0.57
10 F -0.58
11 F -0.58
12 B 1.35
13 F -0.58
14 F -0.57
15 F -0.59
16 F -0.55
17 B 1.33
18 F -0.59
19 F -0.57
20 F -0.56
21 F -0.57

=====

Let's list relative energy (zero: lowest compared OMol25 entry of this formula, charge and spin) in order: 129.4, 303.3, 0.0, 0.0 kJ/mol.